One molecule with the formula C4H11N3. Source: OMol25; level of theory: the ωB97M-V functional and the def2-TZVPD basis.

## Properties
Total charge: 0
Kohn-Sham gap (eV): 9.33
Molar mass (Da): 101.15
Energy above the lowest of the compared OMol25 structures with the same formula, charge and spin (kcal per mole): 66.2
SMILES: [H]/N=C/NCCCN

CARTESIAN COORDINATES (ANGSTROEM)
H: 2.025 -0.400 3.147
N: 1.144 -0.475 2.714
C: 1.412 -0.743 1.434
N: 0.447 -0.992 0.443
C: -0.943 -0.662 0.737
C: -1.432 0.424 -0.300
C: -0.259 1.155 -1.028
N: 0.311 0.165 -2.129
H: 2.448 -0.718 1.120
H: 0.622 -1.342 -0.482
H: -1.574 -1.517 0.531
H: -1.046 -0.605 1.795
H: -1.875 1.059 0.501
H: -2.268 0.256 -1.164
H: 0.640 1.483 -0.403
H: -0.551 2.068 -1.575
H: 1.232 0.690 -2.445
H: -0.334 0.152 -2.896



A 2-piece molecular cluster, C6H14 overall. Source: OMol25; level of theory: the ωB97M-V functional and the def2-TZVPD basis.

## Properties
Total charge: 0
Kohn-Sham gap (eV): 8.68
Molar mass (Da): 86.18
Energy above the lowest of the compared OMol25 structures with the same formula, charge and spin (kcal per mole): 89.5

CARTESIAN COORDINATES (ANGSTROEM)
C: -0.207 -2.044 1.966
C: -0.530 -0.746 1.231
C: 0.681 -0.182 0.485
C: 0.618 1.238 0.078
C: 1.545 1.564 -1.040
C: -1.504 0.810 -1.739
H: 0.163 -2.811 1.275
H: -1.088 -2.453 2.472
H: 0.568 -1.883 2.725
H: -1.339 -0.923 0.511
H: -0.899 0.014 1.929
H: 1.041 -0.895 -0.283
H: 1.518 -0.079 1.210
H: -1.111 1.309 -0.843
H: 1.126 2.344 -1.687
H: 2.399 2.050 -0.543
H: 1.925 0.733 -1.657
H: -1.489 1.521 -2.568
H: -0.892 -0.061 -1.993
H: -2.527 0.494 -1.530



A 2-piece molecular cluster, C5H12O2 overall. Source: OMol25; level of theory: the ωB97M-V functional and the def2-TZVPD basis.

## Properties
⟨S²⟩: 0.7530
Total charge: +1
Kohn-Sham gap (alpha / beta) (eV): 9.60 / 5.77
Molar mass (Da): 104.15
Energy above the lowest of the compared OMol25 structures with the same formula, charge and spin (kcal per mole): 27.2
Spin multiplicity: 2

CARTESIAN COORDINATES (ANGSTROEM)
C: 2.159 1.413 -0.532
C: 1.585 0.343 0.438
C: -2.313 -0.005 0.740
O: -3.086 -0.411 1.849
C: -0.887 -0.018 1.043
C: 0.112 0.352 0.190
H: 3.201 1.347 -0.821
H: 1.992 2.419 -0.184
H: 1.521 1.439 -1.437
H: 1.697 0.693 1.471
H: 2.164 -0.565 0.276
H: -2.656 -0.607 -0.125
H: -2.669 0.958 0.274
H: -3.359 0.413 2.282
H: -0.731 -0.240 2.097
H: -0.134 0.517 -0.875
H: 1.830 -0.901 -3.551
H: 1.504 -1.424 -2.154
O: 1.995 -1.641 -2.944



An isolated ion of composition C5H8N5 and charge +1. Source: OMol25; level of theory: the ωB97M-V functional and the def2-TZVPD basis.

## Properties
Total charge: +1
Kohn-Sham gap (eV): 9.84
Molar mass (Da): 138.15
Energy above the lowest of the compared OMol25 structures with the same formula, charge and spin (kcal per mole): 31.6
SMILES: [H]/N=C/n1ncnc(C)c1=[NH2+]

CARTESIAN COORDINATES (ANGSTROEM)
H: 3.924 0.696 0.140
N: 2.920 0.592 0.177
C: 2.435 -0.535 -0.099
N: 1.010 -0.666 -0.091
N: 0.569 -1.979 -0.152
C: -0.675 -2.252 -0.022
N: -1.741 -1.379 -0.074
C: -1.508 -0.131 -0.023
C: -2.535 0.870 -0.199
C: 0.221 0.382 0.119
N: 0.575 1.624 0.242
H: 2.900 -1.632 0.006
H: -1.006 -3.307 0.130
H: -2.464 1.534 0.583
H: -3.557 0.470 -0.176
H: -2.471 1.458 -1.135
H: -0.153 2.365 0.343
H: 1.557 1.890 0.232



C4H8N2O2 as an isolated structure. Source: OMol25; level of theory: the ωB97M-V functional and the def2-TZVPD basis.

## Properties
Total charge: 0
Kohn-Sham gap (eV): 8.90
Molar mass (Da): 116.12
Energy above the lowest of the compared OMol25 structures with the same formula, charge and spin (kcal per mole): 71.6

CARTESIAN COORDINATES (ANGSTROEM)
C: -1.583 0.905 -1.150
N: 1.114 0.061 1.349
C: 1.717 -0.668 0.269
C: -0.846 0.325 0.008
N: 0.853 -1.654 -0.249
C: 0.379 0.828 0.409
O: -1.522 -0.604 0.728
O: 2.930 -0.681 0.086
H: -1.198 -0.512 1.652
H: 1.881 0.603 1.740
H: 0.354 -2.169 0.466
H: 0.561 -1.455 -1.198
H: 0.679 1.855 0.227
H: -0.892 1.096 -1.977
H: -2.364 0.225 -1.498
H: -2.061 1.845 -0.862



A 2-piece molecular cluster, C10H16O overall. Source: OMol25; level of theory: the ωB97M-V functional and the def2-TZVPD basis.

## Properties
Total charge: 0
Kohn-Sham gap (eV): 9.13
Molar mass (Da): 152.24
Energy above the lowest of the compared OMol25 structures with the same formula, charge and spin (kcal per mole): 66.1
SMILES: Cc1ccc(O)cc1.CCC

CARTESIAN COORDINATES (ANGSTROEM)
C: -3.255 -2.308 0.869
C: -2.427 -1.280 0.147
C: -1.089 -1.528 -0.133
C: -0.448 -0.613 -0.951
C: -1.036 0.531 -1.433
O: -0.480 1.491 -2.246
C: -2.431 0.687 -1.288
C: -3.093 -0.162 -0.474
H: -2.693 -2.665 1.762
H: -3.439 -3.145 0.142
H: -4.200 -1.981 1.141
H: -0.662 -2.503 0.301
H: 0.683 -0.501 -1.288
H: 0.510 1.425 -2.389
H: -2.874 1.476 -1.800
H: -4.195 -0.022 -0.266
C: 2.696 0.584 1.951
C: 2.682 1.599 0.769
C: 3.043 0.844 -0.452
H: 3.699 0.495 2.064
H: 2.265 1.129 2.799
H: 2.042 -0.331 1.606
H: 3.289 2.594 0.903
H: 1.747 2.164 0.529
H: 2.266 0.980 -1.223
H: 3.301 -0.193 -0.340
H: 4.098 1.233 -0.700